The following is a DFT calculation (wB97M-V/def2-TZVPD) of a molecular structure, C2H6FNO2S2 at a distorted geometry.

LUMO energy: 0.12 eV
net charge: 0
Kohn-Sham gap: 10.7 eV
max |F|: 3.468 eV Å⁻¹

Cartesian coordinates (Å):
1 C -2.548 0.847 -0.872
2 C 2.360 -0.261 0.336
3 N -0.296 0.301 0.478
4 O 0.981 -0.137 2.604
5 O 0.491 -1.995 1.047
6 F -0.356 -0.190 -2.059
7 S -1.102 -0.504 -0.541
8 S 0.848 -0.614 1.266
9 H -2.769 0.821 -1.929
10 H -2.130 1.789 -0.553
11 H -3.384 0.540 -0.263
12 H 2.072 0.028 -0.667
13 H 2.884 0.544 0.834
14 H 2.947 -1.168 0.319



The following is a DFT calculation (wB97M-V/def2-TZVPD) of a molecular structure, C2H6FOSSn at a distorted geometry.

LUMO energy: -7.43 eV
net charge: +1
Kohn-Sham gap: 6.5 eV
max |F|: 3.492 eV Å⁻¹

Cartesian coordinates (Å):
1 Sn 16.331 0.188 20.655
2 F 19.118 -0.610 20.317
3 C 12.411 2.314 23.823
4 S 13.022 0.605 23.554
5 O 14.163 0.860 22.531
6 C 13.964 0.552 25.122
7 H 12.045 2.868 22.959
8 H 13.215 2.857 24.321
9 H 11.670 2.438 24.613
10 H 14.941 0.882 24.772
11 H 14.107 -0.461 25.498
12 H 13.446 1.206 25.824



The following is a DFT calculation (wB97M-V/def2-TZVPD) of 2 unconnected molecules or ions with the total composition C2H6FP at a distorted geometry.

LUMO energy: 0.32 eV
SMILES string: C=PC.F
net charge: 0
Kohn-Sham gap: 10.0 eV
max |F|: 5.229 eV Å⁻¹

Cartesian coordinates (Å):
1 C 0.302 1.190 -0.864
2 P 0.965 1.013 0.613
3 C 1.226 -0.911 0.694
4 H 0.099 2.129 -1.183
5 H 0.024 0.400 -1.389
6 H 0.237 -1.381 0.881
7 H 1.860 -1.103 1.443
8 H 1.823 -1.198 -0.314
9 F -3.558 0.174 0.365
10 H -2.979 -0.313 -0.248



The following is a DFT calculation (wB97M-V/def2-TZVPD) of a molecular structure, C2H6FP at a distorted geometry.

LUMO energy: 0.23 eV
net charge: 0
Kohn-Sham gap: 10.3 eV
max |F|: 4.113 eV Å⁻¹

Cartesian coordinates (Å):
1 C 1.758 0.772 -0.267
2 C 1.254 -0.476 -0.186
3 F 2.010 -1.594 -0.415
4 P -2.248 0.352 -0.059
5 H 2.607 1.024 -0.941
6 H -1.221 -0.424 1.229
7 H 1.058 1.615 -0.275
8 H 0.489 -0.530 0.604
9 H -3.431 0.285 0.602
10 H -2.278 -1.023 -0.293



The following is a DFT calculation (wB97M-V/def2-TZVPD) of a molecular structure, C2H6FP at a distorted geometry.

LUMO energy: 0.72 eV
net charge: 0
Kohn-Sham gap: 9.7 eV
max |F|: 3.721 eV Å⁻¹

Cartesian coordinates (Å):
1 C 0.884 -1.105 0.419
2 C -0.609 1.359 -0.495
3 F 0.609 1.714 -0.907
4 P -0.780 -0.984 -0.347
5 H 1.249 -2.121 0.324
6 H 0.958 -0.806 1.557
7 H 1.470 -0.412 -0.239
8 H -1.248 1.342 -1.309
9 H -0.874 2.029 0.329
10 H -1.661 -1.015 0.668



The following is a DFT calculation (wB97M-V/def2-TZVPD) of C2H6FPS2 in the gas phase at a distorted geometry.

LUMO energy: -0.05 eV
SMILES string: CC[P@@](F)(=S)S
net charge: 0
Kohn-Sham gap: 9.5 eV
max |F|: 4.133 eV Å⁻¹

Cartesian coordinates (Å):
1 C -0.667 0.218 -1.048
2 C 0.451 -0.066 -0.037
3 P -0.441 -0.400 1.608
4 F -0.967 1.077 2.073
5 S -1.778 -1.780 1.707
6 S 1.476 -0.465 3.025
7 H -1.115 -0.721 -1.442
8 H -1.359 0.881 -0.416
9 H -0.225 0.677 -1.871
10 H 1.024 0.876 0.061
11 H 1.100 -0.923 -0.308
12 H 1.487 0.772 3.193



The following is a DFT calculation (wB97M-V/def2-TZVPD) of a molecular structure, C2H6FeO2 at a distorted geometry.

LUMO energy (spin up / spin down): -11.18 / -15.23 eV
net charge: +2
Kohn-Sham gap (spin up / spin down): 9.8 / 5.7 eV
multiplicity: 7
max |F|: 2.664 eV Å⁻¹

Cartesian coordinates (Å):
1 O -2.119 1.345 2.506
2 Fe -2.136 0.964 0.684
3 C -1.069 2.625 -1.574
4 C -0.127 1.800 -2.413
5 H -0.565 3.074 -0.695
6 H -1.533 3.434 -2.153
7 H 0.344 1.005 -1.820
8 H -0.647 1.352 -3.272
9 H 0.663 2.455 -2.804
10 O -2.130 1.813 -1.005
11 H -2.988 2.093 -1.376



The following is a DFT calculation (wB97M-V/def2-TZVPD) of a molecular structure, C2H6HoO2 at a distorted geometry.

LUMO energy (spin up / spin down): -5.61 / -5.70 eV
net charge: +1
Kohn-Sham gap (spin up / spin down): 5.8 / 6.5 eV
multiplicity: 5
max |F|: 3.556 eV Å⁻¹

Cartesian coordinates (Å):
1 C -2.541 -0.978 0.362
2 C -1.822 0.068 -0.438
3 O -1.395 1.156 0.220
4 H -2.404 -0.832 1.442
5 H -3.614 -0.984 0.102
6 H -2.146 -1.969 0.088
7 H -2.202 0.209 -1.469
8 H -0.043 1.224 0.156
9 Ho 0.447 -1.391 -1.395
10 O 1.221 0.525 -0.413
11 H 1.789 1.177 -0.829



The following is a DFT calculation (wB97M-V/def2-TZVPD) of 3 unconnected molecules or ions with the total composition C2H6IN2O2 at a distorted geometry.

LUMO energy: -5.06 eV
net charge: +1
Kohn-Sham gap: 7.6 eV
max |F|: 3.081 eV Å⁻¹

Cartesian coordinates (Å):
1 C 2.090 -2.762 -1.477
2 C 0.396 1.296 -1.179
3 N 0.561 0.062 -0.949
4 N -1.443 0.868 1.745
5 O 3.100 -2.476 -1.843
6 O -0.150 -0.506 0.033
7 I 0.329 -3.307 -0.848
8 H -0.237 2.007 -0.545
9 H 0.967 1.888 -1.893
10 H -0.560 0.800 2.220
11 H -2.119 0.255 2.233
12 H -1.891 1.744 2.009
13 H -1.043 0.131 0.494



The following is a DFT calculation (wB97M-V/def2-TZVPD) of C2H6INO2S in the gas phase at a distorted geometry.

LUMO energy: -0.40 eV
net charge: 0
Kohn-Sham gap: 9.1 eV
max |F|: 3.727 eV Å⁻¹

Cartesian coordinates (Å):
1 C -0.725 1.401 0.940
2 C -0.757 0.445 -0.214
3 N 0.640 -1.685 -1.296
4 O -0.022 -1.688 1.269
5 O 1.757 -0.294 0.403
6 S 0.485 -0.877 0.249
7 I 1.797 -0.473 -2.447
8 H -1.438 2.328 0.963
9 H -1.084 0.711 1.736
10 H 0.258 1.680 1.281
11 H -0.419 0.818 -1.180
12 H -1.756 0.108 -0.554
13 H 1.263 -2.473 -1.150



The following is a DFT calculation (wB97M-V/def2-TZVPD) of C2H6INOS in the gas phase at a distorted geometry.

LUMO energy (spin up / spin down): 0.73 / -3.64 eV
net charge: 0
Kohn-Sham gap (spin up / spin down): 7.2 / 6.0 eV
multiplicity: 3
max |F|: 4.231 eV Å⁻¹

Cartesian coordinates (Å):
1 C -0.160 -0.906 0.625
2 C -1.092 -0.215 -0.419
3 N 1.006 1.419 -1.080
4 O 0.627 -0.650 -2.533
5 S 0.060 0.430 -1.768
6 I -1.628 1.493 -3.195
7 H -0.535 -0.758 1.628
8 H -0.088 -1.954 0.333
9 H 0.874 -0.625 0.543
10 H -1.804 0.535 -0.082
11 H -1.769 -0.902 -1.132
12 H 1.889 1.456 -1.665



The following is a DFT calculation (wB97M-V/def2-TZVPD) of 2 unconnected molecules or ions with the total composition C2H6INS at a distorted geometry.

LUMO energy (spin up / spin down): 0.79 / -3.30 eV
net charge: 0
Kohn-Sham gap (spin up / spin down): 8.4 / 6.1 eV
multiplicity: 3
max |F|: 6.911 eV Å⁻¹

Cartesian coordinates (Å):
1 C -1.409 -1.619 -0.100
2 C 0.643 1.741 0.094
3 N -0.928 -0.332 -0.131
4 S 0.427 0.018 0.652
5 I 4.246 -0.079 0.133
6 H -2.485 -1.499 0.340
7 H -1.634 -2.028 -1.051
8 H -0.635 -2.249 0.343
9 H -0.195 2.397 0.429
10 H 0.453 1.507 -0.966
11 H 1.516 2.144 0.259